C5H10NOS | ωB97M-V with the def2-TZVPD basis set

ORCA input file:
```
! wB97M-V def2-TZVPD RIJCOSX def2/J DEFGRID3
* xyz -1 1
C 0.7972 -1.4446 1.4407
N -0.3646 -0.9872 0.6944
C -0.3988 0.4625 0.6628
C -1.5647 0.9026 -0.4802
S -0.9942 0.5356 -2.1869
C 0.8457 1.1830 0.3125
O 1.3389 2.0368 1.0234
C 1.2173 -2.7669 0.7873
H 0.5915 -1.3571 2.5142
H 1.7421 -0.7537 1.4615
H -0.5127 -1.3082 -0.2638
H -0.7979 0.7569 1.6741
H -2.5031 0.3719 -0.3915
H -1.4830 2.0469 -0.3431
H 1.1793 1.1664 -0.7400
H 0.7875 -2.7253 -0.2645
H 2.3167 -2.5913 0.5661
H 1.0471 -3.5784 1.3905
*
```

E	-724.6640	Ha
HOMO energy	-2.81	eV
ΔE to the lowest compared entry with this formula, charge and spin	2.433	eV
Kohn-Sham gap	6.55	eV
LUMO energy	3.742	eV

Mulliken atomic charge list, values in e, 5 entries:
1 C -0.228
2 N -0.449
3 C 0.043
4 C -0.902
5 S -0.641